This record from the Open Molecules 2025 dataset describes a structure of composition C18H18BF4N3PtSb. The level of theory is ωB97M-V with the def2-TZVPD basis set.

Structure (XYZ):
```
46
Properties=species:S:1:pos:R:3:nbo_charge:R:1
Pt -0.00065 -0.04098 0.82574 1.191
C 3.02827 -0.71081 1.62205 -0.668
C 2.85200 -0.89513 0.14926 0.277
C 3.77468 -1.60159 -0.61346 -0.219
C 3.56262 -1.76306 -1.96414 -0.107
C 2.45987 -1.15440 -2.55363 -0.257
C 1.58705 -0.44446 -1.75809 -0.084
N 1.77783 -0.34109 -0.43026 -0.533
Sb -0.00541 0.68935 -2.62974 1.122
C -0.01002 2.22241 -1.11433 -0.087
C -0.01301 3.52636 -1.57674 -0.264
C -0.01427 4.57932 -0.66889 -0.117
C -0.01308 4.29405 0.67949 -0.226
C -0.01040 2.96974 1.10581 0.256
C -0.00882 2.61217 2.55857 -0.660
N -0.00845 1.96998 0.21340 -0.525
C -1.58613 -0.45907 -1.75672 -0.079
C -2.45350 -1.17703 -2.55106 -0.267
C -3.55131 -1.79367 -1.96045 -0.104
C -3.76396 -1.63190 -0.60980 -0.219
C -2.84657 -0.91731 0.15158 0.278
C -3.02213 -0.73398 1.62456 -0.668
N -1.77726 -0.35510 -0.42918 -0.532
H 3.85597 -1.31400 1.98801 0.250
H 2.14067 -1.02432 2.17563 0.250
H 3.23675 0.33630 1.85166 0.234
H 4.63385 -2.04258 -0.12940 0.240
H 4.25274 -2.34433 -2.56080 0.240
H 2.29191 -1.22680 -3.61986 0.236
H -0.01458 3.72085 -2.64101 0.240
H -0.01629 5.60439 -1.01407 0.242
H -0.01444 5.08476 1.41617 0.241
H -0.01889 3.50741 3.17574 0.246
H 0.88008 2.03035 2.81236 0.240
H -0.88593 2.01186 2.81022 0.239
H -2.28504 -1.24944 -3.61722 0.237
H -4.23684 -2.38125 -2.55619 0.240
H -4.61936 -2.07934 -0.12487 0.240
H -3.84818 -1.33892 1.99124 0.250
H -3.23179 0.31258 1.85556 0.234
H -2.13292 -1.04656 2.17636 0.250
F 0.01809 -4.17667 2.01089 -0.520
B 0.01115 -3.18420 1.09554 1.369
F 0.01016 -1.85811 1.92401 -0.597
F 1.15133 -3.08957 0.32829 -0.554
F -1.13580 -3.09624 0.33779 -0.554
```

Values from the calculation:
- Total charge: +1
- LUMO level (spin up / spin down): -0.122 / -0.176 Eh
- Spin multiplicity: 3

***

This record from the Open Molecules 2025 dataset describes an isolated molecule of C7H8BrI. The level of theory is ωB97M-V with the def2-TZVPD basis set.

Structure (XYZ):
```
17
Properties=species:S:1:pos:R:3:nbo_charge:R:1
C 1.09186 1.14433 -0.01111 -0.282
C 1.63389 0.20110 0.74952 -0.155
C -0.56878 1.92710 -1.54705 -0.343
C -0.19435 0.96304 -0.63690 -0.015
C 0.70902 -0.86701 1.27568 -0.544
C -0.64116 -0.77094 0.56084 0.042
C -1.22180 -1.72026 -0.34341 -0.725
Br 0.62794 3.24192 -2.22984 0.024
I -2.02867 0.20128 1.85208 0.143
H 1.58123 2.16136 -0.20266 0.234
H 2.60856 0.20978 1.18463 0.214
H -1.36203 1.88861 -2.29029 0.226
H 1.22502 -1.85478 1.08201 0.229
H 0.61903 -0.77489 2.37371 0.244
H -1.81788 -1.34856 -1.22774 0.249
H -1.86346 -2.43171 0.20813 0.232
H -0.39842 -2.17036 -0.79760 0.227
```

Values from the calculation:
- LUMO level: -0.001 Eh

***

This record from the Open Molecules 2025 dataset describes a cluster of 2 separate species, CH2ClN2O2 in total. The level of theory is ωB97M-V with the def2-TZVPD basis set.

Structure (XYZ):
```
8
Properties=species:S:1:pos:R:3:nbo_charge:R:1
C -1.37180 -0.01423 0.20428 -0.320
N 0.76852 -0.78591 -0.52312 -0.273
N 1.59998 0.10800 -0.19976 0.482
O 1.29908 1.18040 0.37151 -0.589
O 2.77922 -0.23182 -0.49745 -0.571
Cl -2.55688 -1.14921 -0.19216 -0.057
H -1.22837 0.78193 -0.34653 0.171
H -1.28975 0.11083 1.18322 0.157
```

Values from the calculation:
- Total charge: -1
- LUMO level (spin up / spin down): 0.129 / 0.130 Eh

***

Computed max |F|, in the same sequence as the records: 0.69 5.20 4.80 eV/Å.
Computed energy above the lowest of the compared OMol25 structures with the same formula, charge and spin, in the same sequence as the records: 12.4 335.6 398.6 kJ/mol.